(1)
ORCA calculation (ωB97M-V/def2-TZVPD) on the molecule C5H7N at a distorted geometry.

Geometry as XYZ:
```
13
Properties=species:S:1:pos:R:3:forces:R:3:mulliken_charge:R:1
C 0.7827 1.4010 -0.7153 1.6 2.1 -1.1 -0.9445
C 0.4920 1.1490 0.5826 -0.3 1.7 -0.6 0.5315
C 0.7507 0.0085 1.3960 1.0 -1.6 1.8 -0.6625
C -0.6249 0.2987 0.9942 -0.3 -0.7 -1.4 -0.0943
C -1.1930 -0.2538 -0.1355 -2.6 -2.3 1.4 -0.2049
N -0.7561 -1.2907 -0.9292 0.0 0.4 1.0 -0.4029
H 0.8948 2.4283 -1.0425 0.1 0.0 -0.1 0.2573
H 1.0927 0.6491 -1.4323 -0.3 -0.3 0.0 0.3155
H 0.9632 0.1915 2.4412 0.0 0.0 0.1 0.2264
H 1.2878 -0.8265 0.9631 0.4 -0.2 0.0 0.1640
H -2.2556 -0.0509 -0.2628 0.2 0.6 -0.7 0.3437
H -1.4824 -1.9048 -1.2837 0.2 0.3 -0.1 0.2688
H 0.0479 -1.7995 -0.5757 -0.1 0.1 -0.2 0.2019
```
Forces are in eV/Å.

The HOMO-LUMO gap (alpha / beta) is 6.4 / 5.7 eV. The calculation puts the LUMO energy (alpha / beta) at 0.28 / -0.26 eV. For the total energy, the calculation gives -6780.58870 eV. For the energy relative to the best compared isomer or geometry (same formula, charge and spin), the calculation gives 764.5 kJ/mol.

***

(2)
ORCA calculation (ωB97M-V/def2-TZVPD) on a cluster of 13 separate species, C6H40NO12 in total at a distorted geometry.

Geometry as XYZ:
```
59
Properties=species:S:1:pos:R:3:forces:R:3:mulliken_charge:R:1
C 2.3769 -3.1893 -2.5310 0.6 -0.1 0.1 -1.3613
C 1.8940 -1.8406 -1.9031 1.8 -0.2 -1.5 0.1048
C 0.4495 -1.4743 -2.1054 -0.4 0.4 0.6 -0.6076
C 0.1248 -0.0606 -1.5713 -1.1 1.0 0.8 1.1826
C 0.1427 1.0723 -2.5947 0.3 0.3 0.8 -0.3774
C -0.6592 2.2814 -2.0854 -1.7 1.3 -1.5 -0.6641
N -0.4054 2.7661 -0.6556 2.5 0.6 -1.2 -0.0101
H 1.5419 -3.8677 -2.7770 0.6 0.0 0.6 0.3286
H 2.9603 -3.0933 -3.4427 -0.7 0.9 -0.8 0.3527
H 3.2613 -3.6464 -2.0346 -1.3 -0.2 0.9 0.3651
H 2.5319 -1.0961 -2.3921 -0.3 0.3 -0.3 0.3009
H 2.2236 -1.6994 -0.8941 -0.2 -0.5 1.1 0.0193
H 0.2022 -1.5577 -3.1721 -0.1 0.1 0.2 0.3252
H -0.2001 -2.1748 -1.5768 0.1 -0.2 -0.1 0.3427
H -0.8547 0.0322 -1.0202 0.5 -0.8 -0.7 -0.8172
H 0.7826 0.3804 -0.8009 0.3 -1.2 0.0 -0.3390
H 1.2043 1.3978 -2.5699 -0.5 -0.2 -1.3 0.1913
H -0.2857 0.6920 -3.5525 0.7 0.8 0.4 0.3832
H -1.7688 2.1636 -2.3074 1.2 -0.4 1.3 0.1008
H -0.5500 3.1703 -2.7571 0.8 -0.5 0.7 0.4865
H -0.6261 2.0841 0.0927 0.4 0.2 -0.6 0.2261
H 0.6515 3.1014 -0.5018 -2.0 -1.2 -0.3 0.4358
H -1.0236 3.5501 -0.4640 -0.1 -0.1 -0.2 0.4821
H -1.0504 -4.6177 0.1812 -1.0 0.7 0.6 0.2979
H -2.2402 -3.7290 0.9095 0.2 -0.1 -1.0 0.3258
O -1.4549 -4.2819 1.0086 0.9 -0.4 0.4 -0.6639
H 3.1150 2.8093 0.0461 -0.6 -0.5 0.4 0.3294
H 1.9690 2.1078 1.0100 1.2 0.9 -0.4 0.3770
O 2.1698 2.7316 0.2707 -0.9 0.4 0.0 -0.7115
H -0.4875 -3.1924 2.3651 0.4 1.6 -0.1 0.3098
H -0.8539 -2.4484 3.5775 -0.1 0.6 0.6 0.2717
O -0.3510 -2.2771 2.7800 -0.3 -2.0 -0.7 -0.5113
H -4.5091 0.9883 -1.1171 0.6 -0.2 -0.9 0.2908
H -3.5864 0.8289 -2.4241 -0.5 0.1 0.3 0.2531
O -3.5963 0.8648 -1.4581 -0.6 -0.5 0.5 -0.5757
H -0.7575 0.5335 1.8335 -0.1 0.5 -0.7 0.2430
H 0.6709 0.8091 1.8988 0.9 0.4 0.2 0.0078
O -0.0715 1.0427 1.3456 -1.1 -1.2 1.2 -0.5669
H 1.9958 -1.5972 2.9776 0.2 -0.2 0.3 0.3763
H 1.4871 -1.1520 1.6798 0.1 -0.2 -0.3 0.2120
O 2.3111 -1.1431 2.1886 -0.6 -0.5 -0.4 -0.6181
H 0.2802 1.3551 4.9754 -0.2 0.5 0.5 0.3250
H 0.6893 0.3404 4.0003 -0.3 -0.3 0.3 0.3172
O -0.0002 0.4939 4.6703 0.5 -0.2 -0.8 -0.6128
H -2.8047 -1.2450 -0.3380 -0.3 -0.8 0.2 0.2897
H -4.2241 -1.7564 -0.2718 0.1 -0.3 -0.1 0.2799
O -3.3171 -2.0611 -0.1357 0.3 1.1 -0.1 -0.5975
H -3.0839 2.0948 -0.4056 0.2 0.5 0.2 0.2470
H -3.0944 3.1560 0.7808 0.0 -0.4 -0.7 0.3438
O -2.7571 2.9721 -0.1166 -1.1 0.4 1.1 -0.6343
H 4.5300 0.7461 -0.8525 0.8 1.0 -0.8 0.3633
H 3.1663 0.8082 -0.7236 -0.4 1.3 -0.8 0.1998
O 3.8490 1.3920 -1.1417 0.1 -2.6 1.3 -0.5802
H -3.9650 -0.2671 1.8026 0.1 0.2 -0.5 0.2914
H -3.3302 0.5683 2.8097 0.2 0.6 0.1 0.2821
O -3.5063 0.5890 1.8601 -0.2 -0.8 0.4 -0.5513
H 3.3777 1.7633 2.8186 0.2 0.7 0.3 0.2764
H 2.8905 0.4531 2.2427 -0.6 0.2 0.6 0.3592
O 2.5661 1.3286 2.5688 0.3 -0.6 -0.3 -0.6969
```
Forces are in eV/Å.

The HOMO-LUMO gap is 10.7 eV. The calculation puts the LUMO energy at -2.59 eV. The charge is +1. For the total energy, the calculation gives -32925.26835 eV. For the energy relative to the best compared isomer or geometry (same formula, charge and spin), the calculation gives 248.8 kJ/mol.